11 unconnected molecules or ions with the total composition C35H53Cl6F18N3O15, computed with wB97M-V/def2-TZVPD.

XYZ file:
```
130
Properties=species:S:1:pos:R:3:mulliken_charge:R:1
C -6.112 0.452 4.769 0.062
O -6.379 0.882 3.620 -0.646
N -6.827 -0.568 5.349 0.108
C -6.348 -1.131 6.641 -0.907
C -7.859 -1.365 4.611 -0.902
H -5.302 0.988 5.287 0.395
H -7.011 -1.900 7.038 0.300
H -6.262 -0.226 7.243 0.327
H -5.359 -1.576 6.531 0.312
H -7.539 -2.302 4.156 0.326
H -8.690 -1.603 5.275 0.313
H -8.204 -0.764 3.770 0.313
C -1.565 -0.555 1.766 0.199
O -1.362 -1.265 2.750 -0.701
N -0.704 -0.352 0.809 0.166
C -1.042 0.390 -0.392 -0.954
C 0.724 -0.713 0.985 -0.988
H -2.520 -0.014 1.684 0.344
H -0.420 0.108 -1.242 0.278
H -0.754 1.437 -0.301 0.357
H -2.120 0.339 -0.547 0.314
H 1.041 -1.381 0.184 0.316
H 1.427 0.105 0.827 0.375
H 1.012 -1.066 1.975 0.297
C 5.470 -1.954 -3.382 0.153
O 6.283 -1.062 -3.509 -0.586
N 4.169 -1.870 -3.666 0.167
C 3.309 -3.001 -3.595 -0.900
C 3.476 -0.612 -4.089 -0.693
H 5.788 -2.956 -3.052 0.293
H 3.663 -3.867 -3.036 0.321
H 2.921 -3.367 -4.545 0.335
H 2.367 -2.760 -3.102 0.245
H 4.048 0.312 -4.007 0.144
H 3.341 -0.630 -5.170 0.334
H 2.509 -0.573 -3.587 0.188
C -4.328 9.503 -1.633 -0.982
C -5.493 8.567 -1.554 -0.275
O -5.392 7.522 -0.463 -0.276
C -4.482 6.422 -0.569 0.375
O -3.493 6.338 -1.281 -0.503
C -4.674 5.334 0.576 0.836
F -4.754 4.163 0.010 -0.227
F -3.678 5.412 1.520 -0.250
F -5.833 5.519 1.233 -0.257
H -4.558 10.357 -2.272 0.364
H -3.513 9.008 -2.162 0.264
H -4.025 9.816 -0.634 0.293
H -5.719 8.127 -2.525 0.301
H -6.461 9.019 -1.336 0.333
C -3.737 -7.601 -3.723 -1.022
C -2.436 -7.295 -4.574 -0.301
O -2.411 -5.941 -5.109 -0.276
C -1.791 -4.956 -4.350 0.437
O -1.192 -5.145 -3.256 -0.559
C -1.854 -3.572 -5.061 0.793
F -0.616 -3.264 -5.432 -0.221
F -2.640 -3.606 -6.133 -0.251
F -2.411 -2.639 -4.226 -0.227
H -3.633 -7.137 -2.742 0.290
H -3.840 -8.671 -3.544 0.367
H -4.686 -7.327 -4.185 0.302
H -2.388 -7.868 -5.500 0.318
H -1.468 -7.604 -4.179 0.347
C 6.859 3.521 -4.164 -0.823
C 7.430 3.713 -2.742 -0.323
O 6.350 3.516 -1.767 -0.171
C 6.605 3.442 -0.473 0.294
O 7.715 3.348 0.057 -0.552
C 5.324 3.367 0.385 0.917
F 5.445 2.425 1.272 -0.239
F 5.337 4.521 1.113 -0.272
F 4.156 3.241 -0.272 -0.214
H 6.459 4.411 -4.649 0.324
H 6.102 2.736 -4.142 0.067
H 7.663 3.197 -4.824 0.350
H 7.727 4.762 -2.746 0.275
H 8.346 3.149 -2.565 0.368
C 6.376 -8.294 5.703 -0.959
C 6.951 -6.795 5.579 -0.332
O 6.230 -5.873 4.763 -0.256
C 6.193 -6.086 3.370 0.284
O 6.664 -7.045 2.764 -0.520
C 5.337 -4.999 2.662 0.936
F 4.513 -5.704 1.932 -0.260
F 4.635 -4.229 3.478 -0.214
F 6.117 -4.420 1.831 -0.244
H 6.992 -9.023 6.229 0.357
H 6.420 -8.616 4.662 0.289
H 5.393 -8.375 6.167 0.271
H 8.021 -6.779 5.372 0.328
H 6.955 -6.314 6.557 0.320
C 0.512 4.419 4.889 -1.113
C 0.377 2.885 5.028 -0.139
O -0.679 2.726 5.994 -0.248
C -0.386 2.646 7.272 0.219
O 0.635 2.972 7.866 -0.540
C -1.536 2.133 8.077 1.019
F -2.534 3.040 8.025 -0.265
F -2.057 1.009 7.619 -0.232
F -1.146 1.941 9.335 -0.241
H -0.348 4.885 4.408 0.294
H 1.421 4.666 4.342 0.373
H 0.724 4.912 5.838 0.330
H 1.310 2.455 5.392 0.315
H 0.099 2.454 4.066 0.225
C -0.039 2.281 -10.020 -1.130
C -0.287 1.732 -8.613 -0.198
O -0.099 2.858 -7.772 -0.199
C -0.371 2.950 -6.369 0.286
O -0.901 2.141 -5.702 -0.491
C 0.139 4.314 -5.692 0.879
F -0.921 4.961 -5.315 -0.241
F 0.974 4.006 -4.683 -0.235
F 0.812 5.054 -6.484 -0.234
H 0.005 1.433 -10.704 0.370
H 0.860 2.897 -10.058 0.315
H -0.840 2.940 -10.353 0.298
H 0.347 0.912 -8.277 0.291
H -1.301 1.341 -8.529 0.290
C -6.914 -1.888 -0.305 0.190
Cl -6.243 -0.936 -1.706 -0.113
Cl -5.625 -2.957 0.211 -0.101
Cl -8.474 -2.774 -0.651 -0.144
H -7.171 -1.273 0.558 0.171
C 0.774 -3.510 6.386 0.153
Cl -0.844 -3.291 7.179 -0.137
Cl 0.647 -4.464 4.918 -0.129
Cl 2.004 -4.162 7.396 -0.105
H 1.096 -2.569 5.940 0.215
```

Computed properties:
SMILES: CCOC(=O)C(F)(F)F.CCOC(=O)C(F)(F)F.CCOC(=O)C(F)(F)F.CCOC(=O)C(F)(F)F.CCOC(=O)C(F)(F)F.CCOC(=O)C(F)(F)F.ClC(Cl)Cl.ClC(Cl)Cl.CN(C)C=O.CN(C)C=O.CN(C)C=O
Kohn-Sham gap in eV: 9.264

6 unconnected molecules or ions with the total composition C36H76FO9P, computed with wB97M-V/def2-TZVPD.

XYZ file:
```
123
Properties=species:S:1:pos:R:3:mulliken_charge:R:1
C -0.246 0.585 1.788 -1.106
C -1.749 0.931 1.652 -1.053
C -2.110 1.279 0.213 1.042
C -1.348 2.506 -0.332 -0.945
C -2.264 3.524 -1.030 -0.345
C -2.309 3.377 -2.542 -1.333
C -2.730 1.982 -3.035 2.307
C -2.546 1.867 -4.551 -1.174
C -2.269 0.460 -5.100 -1.001
C -1.256 -0.390 -4.319 -0.907
C -1.909 -1.612 -3.649 0.261
C -0.939 -2.788 -3.472 -1.101
C -1.171 -3.642 -2.240 -0.320
O -2.602 -3.922 -2.120 -0.399
P -3.197 -3.586 -0.713 0.644
O -2.800 -4.448 0.393 -0.718
O -2.829 -2.001 -0.392 0.484
F -1.776 -1.995 0.548 -0.214
O -4.733 -3.549 -1.035 -0.300
C -5.575 -2.859 -0.075 -1.137
C -6.247 -1.674 -0.706 0.283
C -7.569 -1.789 -1.148 -0.582
C -8.238 -0.702 -1.715 -0.807
C -7.576 0.521 -1.844 0.803
C -8.298 1.716 -2.412 -1.593
C -6.243 0.639 -1.435 -0.665
C -5.588 -0.456 -0.868 0.383
H -0.155 -0.364 2.306 0.392
H 0.232 1.350 2.386 0.206
H 0.248 0.551 0.822 0.292
H -2.314 0.037 1.897 0.273
H -2.028 1.745 2.313 0.522
H -1.880 0.413 -0.408 -0.579
H -3.179 1.457 0.106 0.193
H -0.830 3.007 0.483 0.515
H -0.574 2.199 -1.034 0.285
H -3.260 3.513 -0.593 0.436
H -1.850 4.511 -0.827 -0.086
H -1.355 3.637 -2.994 0.404
H -3.048 4.082 -2.932 0.371
H -2.129 1.263 -2.484 -1.017
H -3.773 1.830 -2.768 -0.471
H -3.488 2.193 -4.993 0.369
H -1.807 2.588 -4.891 0.455
H -3.215 -0.055 -5.233 0.467
H -1.862 0.590 -6.102 0.319
H -0.502 -0.790 -4.994 0.633
H -0.724 0.187 -3.568 0.504
H -2.340 -1.279 -2.706 -0.318
H -2.738 -1.952 -4.259 0.388
H 0.096 -2.455 -3.484 0.475
H -1.071 -3.435 -4.337 0.303
H -0.764 -3.205 -1.335 0.160
H -0.691 -4.602 -2.396 0.434
H -5.008 -2.525 0.789 0.347
H -6.319 -3.555 0.293 0.506
H -8.084 -2.735 -1.051 0.381
H -9.258 -0.794 -2.051 0.402
H -7.603 2.465 -2.775 0.333
H -8.896 2.164 -1.621 0.317
H -8.966 1.439 -3.221 0.385
H -5.734 1.581 -1.557 0.420
H -4.558 -0.351 -0.556 0.442
C 2.073 3.669 5.244 -1.375
C 2.378 2.203 4.974 0.404
C 3.812 1.858 5.343 -1.204
O 2.135 1.897 3.602 -0.471
H 2.723 4.310 4.642 0.340
H 1.042 3.902 4.974 0.345
H 2.222 3.919 6.296 0.382
H 1.692 1.577 5.546 0.259
H 4.516 2.444 4.746 0.341
H 4.019 0.807 5.142 0.269
H 4.008 2.057 6.399 0.373
H 2.733 2.434 3.071 0.293
C 3.712 -3.223 0.396 -1.300
C 2.218 -3.342 0.143 0.772
C 1.641 -4.597 0.781 -1.179
O 1.959 -3.347 -1.263 -0.429
H 4.238 -4.078 -0.040 0.127
H 4.111 -2.320 -0.069 0.351
H 3.933 -3.190 1.464 0.405
H 1.708 -2.464 0.541 0.027
H 2.112 -5.488 0.358 0.298
H 0.569 -4.668 0.590 0.248
H 1.800 -4.601 1.860 0.399
H 2.399 -4.115 -1.644 0.304
C -1.753 8.919 -1.966 -1.419
C -2.251 7.613 -1.366 0.595
C -3.166 7.859 -0.176 -1.283
O -1.149 6.795 -0.978 -0.520
H -1.172 9.480 -1.229 0.351
H -1.099 8.723 -2.817 0.346
H -2.581 9.545 -2.300 0.374
H -2.789 7.045 -2.127 0.231
H -2.627 8.388 0.615 0.338
H -3.513 6.913 0.240 0.310
H -4.034 8.456 -0.459 0.379
H -0.650 7.269 -0.304 0.326
C 6.607 -6.582 -3.426 -1.397
C 6.169 -6.071 -2.062 0.511
C 7.309 -6.112 -1.057 -1.258
O 5.062 -6.834 -1.580 -0.531
H 6.932 -7.624 -3.355 0.351
H 5.777 -6.546 -4.132 0.334
H 7.431 -5.990 -3.826 0.374
H 5.805 -5.047 -2.157 0.276
H 7.655 -7.140 -0.915 0.334
H 6.976 -5.743 -0.086 0.308
H 8.153 -5.506 -1.389 0.381
H 5.352 -7.747 -1.485 0.326
C 8.641 0.103 6.877 -1.402
C 7.173 0.104 6.478 0.552
C 6.459 -1.142 6.980 -1.226
O 7.047 0.207 5.061 -0.533
H 9.154 -0.757 6.439 0.359
H 9.137 1.002 6.510 0.333
H 8.758 0.058 7.961 0.370
H 6.685 0.991 6.884 0.235
H 6.907 -2.039 6.544 0.333
H 5.409 -1.125 6.686 0.291
H 6.515 -1.222 8.066 0.368
H 7.469 -0.564 4.668 0.338
```

Computed properties:
SMILES: CCCCCCCCCCCCCO[P@@](=O)(OF)OCc1ccc(C)cc1.CC(C)O.CC(C)O.CC(C)O.CC(C)O.CC(C)O
Kohn-Sham gap in eV: 9.688

2 unconnected molecules or ions with the total composition C5H7NO, computed with wB97M-V/def2-TZVPD.

XYZ file:
```
14
Properties=species:S:1:pos:R:3:mulliken_charge:R:1
C 0.087 2.461 1.011 0.545
C -0.837 -0.635 -1.407 -0.445
C -0.269 -1.625 -0.436 -0.112
C -1.455 -0.716 -0.266 -0.357
C 1.033 -1.362 0.286 -0.962
N 0.459 3.528 0.642 -0.429
O -0.224 1.492 1.556 -0.381
H -0.741 -0.211 -2.378 0.369
H 0.539 4.037 -0.206 0.272
H -0.458 -2.684 -0.613 0.363
H -2.220 -0.397 0.395 0.377
H 1.168 -0.296 0.454 0.139
H 1.879 -1.731 -0.293 0.338
H 1.040 -1.861 1.253 0.283
```

Computed properties:
SMILES: CC1C=C1.N=C=O
Kohn-Sham gap in eV: 10.062
Relative energy (zero: lowest compared OMol25 entry of this formula, charge and spin) in kcal/mol: 67.0

A molecular structure, C2H4OSm, computed with wB97M-V/def2-TZVPD.

XYZ file:
```
8
Properties=species:S:1:pos:R:3:mulliken_charge:R:1
C -0.069 0.387 0.687 -1.251
C 0.367 -0.849 0.050 0.349
O 1.461 -1.426 0.259 -0.582
Sm -0.872 2.000 -1.126 0.898
H 0.770 0.955 1.118 0.321
H -0.954 0.260 1.329 0.269
H -0.215 0.125 -1.971 -0.283
H -0.488 -1.452 -0.346 0.279
```

Computed properties:
Kohn-Sham gap (alpha / beta) in eV: 5.703 / 5.782
Relative energy (zero: lowest compared OMol25 entry of this formula, charge and spin) in kcal/mol: 25.5
Spin multiplicity: 7

10 unconnected molecules or ions with the total composition C4H29NO10, computed with wB97M-V/def2-TZVPD.

XYZ file:
```
44
Properties=species:S:1:pos:R:3:mulliken_charge:R:1
C -1.156 1.198 0.192 -1.039
C -2.002 2.393 0.539 0.463
C -1.514 2.947 1.868 -0.698
O -2.307 4.050 2.237 -0.320
C -1.930 4.566 3.463 -0.746
N -1.909 3.405 -0.537 -0.722
H -0.144 1.497 -0.105 0.079
H -1.466 0.617 -0.681 0.226
H -1.026 0.481 1.002 0.316
H -3.067 2.182 0.665 0.292
H -0.437 3.179 1.815 0.348
H -1.585 2.154 2.638 0.376
H -2.454 4.005 4.244 0.261
H -2.169 5.627 3.548 0.263
H -0.845 4.523 3.617 0.322
H -0.931 3.658 -0.665 0.268
H -2.356 4.257 -0.206 0.312
O -0.174 -1.903 -0.477 -0.472
H 0.112 -2.624 0.104 0.192
H 0.648 -1.531 -0.816 0.264
O 2.133 0.688 0.888 -0.604
H 2.098 0.823 -0.083 0.360
H 2.638 -0.123 0.992 0.253
O 2.597 -2.759 -0.031 -0.547
H 3.369 -3.151 -0.455 0.304
H 2.835 -2.680 0.900 0.235
O -0.779 -0.719 -3.194 -0.667
H -0.979 -1.003 -2.293 0.385
H 0.059 -1.150 -3.406 0.303
O -2.936 -1.697 0.368 -0.608
H -1.977 -1.691 0.202 0.387
H -3.105 -2.510 0.852 0.280
O 2.326 0.991 -1.829 -0.642
H 2.047 0.234 -2.363 0.400
H 3.194 1.231 -2.171 0.287
O 2.094 -1.512 -3.333 -0.636
H 2.912 -1.742 -2.876 0.278
H 2.108 -2.054 -4.131 0.282
O -0.098 -4.082 1.577 -0.641
H -0.803 -4.721 1.430 0.292
H -0.248 -3.750 2.470 0.315
O 2.600 -4.228 -2.259 -0.645
H 2.816 -5.109 -1.936 0.276
H 1.813 -3.967 -1.763 0.368
```

Computed properties:
SMILES: COC[C@H](C)N.O.O.O.O.O.O.O.O.O
Kohn-Sham gap in eV: 8.213
Relative energy (zero: lowest compared OMol25 entry of this formula, charge and spin) in kcal/mol: 50.4

A molecular structure, C9H15CuIN4, computed with wB97M-V/def2-TZVPD.

XYZ file:
```
30
Properties=species:S:1:pos:R:3:mulliken_charge:R:1
C 0.360 -1.138 -3.665 -0.653
C 0.384 0.381 -3.811 -1.064
H 1.345 -1.550 -3.430 0.305
H 0.026 -1.515 -4.645 0.391
H -0.406 -1.568 -2.991 0.258
H 0.800 0.959 -2.977 0.385
H 1.005 0.649 -4.672 0.366
H -0.625 0.755 -3.998 0.278
Cu 0.342 -0.368 -1.373 -0.287
C -0.810 1.222 -1.268 -0.593
H -0.185 2.119 -1.279 0.336
H -1.352 1.052 -0.337 0.045
H -1.480 1.240 -2.127 0.388
I 0.019 -2.755 -0.658 -0.530
N 1.636 0.013 2.709 -0.098
C 2.860 -0.064 2.076 -0.482
C 2.582 -0.130 0.732 -0.433
N 1.215 -0.059 0.539 0.358
C 0.643 0.008 1.761 0.268
C -0.752 0.086 2.162 0.114
N -1.823 0.271 1.387 -0.291
C -2.934 0.236 2.177 -0.609
C -2.551 0.075 3.495 -0.341
N -1.176 -0.004 3.475 -0.140
H 1.493 0.138 3.707 0.199
H 3.777 -0.044 2.641 0.423
H 3.278 -0.242 -0.081 0.394
H -3.923 0.312 1.749 0.415
H -3.140 0.013 4.393 0.416
H -0.607 -0.090 4.306 0.182
```

Computed properties:
Kohn-Sham gap (alpha / beta) in eV: 7.612 / 7.149
Relative energy (zero: lowest compared OMol25 entry of this formula, charge and spin) in kcal/mol: 15.1
Spin multiplicity: 2